Entry 1:
The following is a quantum chemistry calculation of a structure of composition C36H27Cl2NP2PtSTe, from OMol25.

The value obtained for the HOMO energy (spin up / spin down) is -12.63 / -12.61 eV. As for the net charge: +2. For the frontier orbital gap (spin up / spin down), the calculation gives 3.60 / 3.58 eV. For the largest force on an atom, the calculation gives 0.0423 hartree/bohr. The total energy is -104243.203 eV. The lowest unoccupied orbital energy (spin up / spin down) is -9.0 / -9.0 eV. The relative energy (zero: lowest compared OMol25 entry of this formula, charge and spin) comes out at 0.9915 eV.

Each line ends with the Löwdin charge.
Atoms and positions in Å:
Pt1 -0.070 1.746 -0.012  0.47
Te1 -1.353 -2.458 -1.818  1.65
C1 -1.763 -3.941 -0.398  -0.51
C2 -2.635 -4.939 -0.817  -0.12
C3 -2.934 -5.958 0.078  -0.10
N1 -2.429 -6.022 1.305  0.10
C4 -1.591 -5.067 1.685  -0.11
C5 -1.221 -4.001 0.875  -0.10
C6 -0.216 -1.149 -0.793  -0.84
P1 0.417 0.277 -1.659  0.71
C7 -0.501 0.591 -3.173  -0.40
C8 -0.262 -0.237 -4.274  -0.13
C9 -0.973 -0.046 -5.447  -0.05
C10 -1.905 0.982 -5.531  -0.03
C11 -2.128 1.819 -4.447  -0.04
C12 -1.428 1.626 -3.265  -0.08
C13 2.134 0.134 -2.127  -0.36
C14 2.689 1.181 -2.868  -0.09
C15 4.015 1.116 -3.255  -0.04
C16 4.782 0.007 -2.914  -0.04
C17 4.226 -1.037 -2.191  -0.05
C18 2.899 -0.977 -1.792  -0.08
P2 -0.477 -0.378 0.790  0.77
C19 -2.069 -0.711 1.534  -0.38
C20 -2.199 -1.420 2.726  -0.08
C21 -3.463 -1.668 3.239  -0.04
C22 -4.588 -1.215 2.566  -0.03
C23 -4.461 -0.500 1.379  -0.04
C24 -3.203 -0.244 0.863  -0.11
C25 0.845 -0.787 1.932  -0.37
C26 1.017 0.017 3.062  -0.09
C27 2.024 -0.274 3.965  -0.04
C28 2.863 -1.361 3.744  -0.03
C29 2.695 -2.158 2.622  -0.04
C30 1.688 -1.872 1.711  -0.10
H1 -3.084 -4.943 -1.802  0.10
H2 -3.611 -6.753 -0.209  0.13
H3 -1.185 -5.152 2.687  0.12
H4 -0.517 -3.270 1.246  0.07
H5 0.496 -1.011 -4.222  0.11
H6 -0.790 -0.685 -6.299  0.12
H7 -2.451 1.137 -6.452  0.12
H8 -2.843 2.626 -4.524  0.12
H9 -1.606 2.281 -2.420  0.09
H10 2.080 2.031 -3.159  0.11
H11 4.449 1.921 -3.832  0.12
H12 5.817 -0.045 -3.224  0.12
H13 4.825 -1.903 -1.942  0.12
H14 2.459 -1.794 -1.234  0.09
H15 -1.321 -1.773 3.253  0.11
H16 -3.571 -2.218 4.164  0.12
H17 -5.572 -1.414 2.968  0.12
H18 -5.341 -0.142 0.864  0.12
H19 -3.098 0.317 -0.061  0.10
H20 0.355 0.857 3.240  0.09
H21 2.157 0.342 4.844  0.12
H22 3.649 -1.586 4.452  0.12
H23 3.348 -3.004 2.455  0.12
H24 1.562 -2.490 0.831  0.09
Cl1 -0.935 3.172 1.769  0.71
C31 0.225 4.485 1.794  -0.62
C32 0.185 5.331 2.868  -0.10
C33 1.088 6.397 2.910  -0.04
C34 2.006 6.594 1.894  -0.08
C35 2.038 5.727 0.816  -0.69
Cl2 3.184 5.998 -0.423  0.73
C36 1.135 4.630 0.731  -0.71
S1 1.207 3.585 -0.617  0.59
H25 -0.533 5.182 3.662  0.12
H26 1.064 7.078 3.750  0.12
H27 2.704 7.417 1.929  0.12


Entry 2:
The following is a quantum chemistry calculation of a structure of composition C36H27FN5O4SeW, from OMol25.

The value obtained for the HOMO energy (spin up / spin down) is -2.48 / -4.83 eV. As for the net charge: -1. For the frontier orbital gap (spin up / spin down), the calculation gives 4.09 / 6.45 eV. Its multiplicity is 3. For the largest force on an atom, the calculation gives 0.0245 hartree/bohr. The total energy is -123299.654 eV. The lowest unoccupied orbital energy (spin up / spin down) is 1.6 / 1.6 eV.

Each line ends with the Mulliken spin population.
Atoms and positions in Å:
W1 0.336 0.128 1.078  1.16
N1 -1.462 -1.416 1.022  -0.01
C1 -1.403 -2.264 -0.135  0.00
C2 -2.451 -2.288 -1.042  0.00
C3 -2.355 -3.047 -2.200  0.00
C4 -1.201 -3.784 -2.434  0.00
C5 -0.169 -3.759 -1.506  0.01
C6 -0.250 -3.006 -0.337  0.03
C7 0.858 -3.004 0.651  0.02
C8 1.476 -4.236 0.885  -0.03
C9 2.575 -4.349 1.717  0.04
C10 3.071 -3.203 2.316  -0.03
C11 2.442 -1.986 2.104  0.02
C12 1.304 -1.832 1.296  -0.07
H1 -2.356 -0.959 1.118  -0.01
H2 -1.283 -1.925 1.878  0.00
H3 -3.337 -1.694 -0.844  0.00
H4 -3.168 -3.053 -2.914  0.00
H5 -1.099 -4.367 -3.341  0.00
H6 0.741 -4.312 -1.707  0.00
H7 1.075 -5.124 0.410  0.00
H8 3.037 -5.314 1.888  0.00
H9 3.947 -3.249 2.953  0.00
H10 2.865 -1.112 2.578  0.00
F1 -2.068 -0.348 6.939  0.00
C13 -1.552 -0.232 5.689  0.02
C14 -2.365 0.176 4.660  0.00
C15 -1.810 0.290 3.384  0.04
C16 -0.470 0.012 3.111  -0.05
C17 0.305 -0.389 4.204  0.03
C18 -0.216 -0.517 5.485  -0.01
H11 -3.404 0.416 4.847  0.00
H12 -2.465 0.646 2.601  -0.01
H13 1.354 -0.610 4.065  0.01
H14 0.406 -0.826 6.316  0.00
O1 1.948 0.066 -1.033  0.01
C19 0.889 0.487 -1.473  -0.02
O2 -0.264 0.009 -1.080  0.02
C20 0.868 1.691 -2.393  0.02
C21 2.026 2.426 -2.585  -0.01
C22 2.004 3.578 -3.364  0.00
C23 0.823 3.988 -3.961  0.00
C24 -0.319 3.237 -3.762  0.00
C25 -0.315 2.103 -2.975  0.00
N2 -1.586 3.667 -4.408  0.00
O3 -1.553 4.679 -5.085  0.00
O4 -2.574 2.983 -4.230  0.00
H15 2.930 2.090 -2.094  0.00
H16 2.904 4.164 -3.489  0.00
H17 0.770 4.880 -4.568  0.00
H18 -1.229 1.551 -2.804  0.00
Se1 1.983 1.466 1.782  -0.19
C26 -3.512 2.209 0.129  -0.09
C27 -2.383 1.409 0.047  0.22
N3 -1.316 1.655 0.851  -0.06
C28 -1.316 2.714 1.639  0.09
C29 -2.382 3.652 1.714  -0.01
C30 -3.534 3.307 0.970  0.14
C31 -2.302 4.792 2.547  0.17
C32 -1.165 5.434 3.062  0.16
C33 0.173 5.414 2.597  0.06
C34 1.194 6.133 3.280  0.06
C35 2.453 6.138 2.758  0.02
N4 2.793 5.499 1.613  0.11
C36 1.778 4.856 1.040  -0.03
N5 0.518 4.764 1.441  0.09
H19 -4.365 1.970 -0.495  0.00
H20 -2.287 0.607 -0.663  0.04
H21 -0.468 2.831 2.286  0.00
H22 -4.414 3.938 1.030  0.02
H23 -3.266 5.204 2.838  0.01
H24 -1.334 6.150 3.862  0.02
H25 0.970 6.662 4.199  0.00
H26 3.254 6.674 3.261  0.00
H27 2.019 4.317 0.124  -0.01


Entry 3:
The following is a quantum chemistry calculation of a structure of composition C36H28BrN5O6SSn, from OMol25.

The value obtained for the HOMO energy is -2.30 eV. As for the net charge: -2. For the frontier orbital gap, the calculation gives 6.21 eV. For the largest force on an atom, the calculation gives 0.0089 hartree/bohr. The total energy is -144233.546 eV. The lowest unoccupied orbital energy is 3.9 eV. The relative energy (zero: lowest compared OMol25 entry of this formula, charge and spin) comes out at 0.6931 eV.

Each line ends with the Löwdin charge.
Atoms and positions in Å:
Sn1 0.561 -1.529 -0.599  1.21
O1 4.643 -3.378 -1.595  0.05
C1 5.345 -2.890 -0.561  -0.27
C2 6.734 -2.818 -0.700  -0.03
C3 7.517 -2.322 0.324  -0.12
C4 6.935 -1.893 1.513  -0.11
C5 5.561 -1.967 1.657  -0.04
C6 4.748 -2.464 0.640  -0.07
C7 3.265 -2.478 0.794  -0.45
O2 2.563 -2.823 -0.228  -0.25
N1 2.804 -2.146 1.980  0.06
N2 1.447 -2.041 1.964  -0.05
C8 0.896 -1.776 3.080  -0.11
C9 -0.556 -1.598 3.161  -0.29
C10 -1.152 -1.189 4.355  -0.04
C11 -2.521 -0.999 4.387  -0.10
C12 -3.260 -1.241 3.238  -0.08
C13 -2.582 -1.663 2.099  -0.12
N3 -1.269 -1.830 2.058  0.10
H1 3.683 -3.270 -1.359  0.06
H2 7.168 -3.148 -1.636  0.11
H3 8.591 -2.259 0.191  0.09
H4 7.546 -1.489 2.310  0.09
H5 5.072 -1.631 2.561  0.10
H6 1.492 -1.655 3.986  0.12
H7 -0.538 -1.010 5.230  0.11
H8 -3.008 -0.664 5.296  0.10
H9 -4.333 -1.103 3.217  0.09
H10 -3.108 -1.882 1.174  0.11
O3 2.893 2.692 2.438  -0.10
C14 1.882 2.766 3.217  -0.40
C15 1.920 3.490 4.447  -0.05
C16 0.820 3.597 5.272  -0.15
C17 -0.391 2.981 4.951  -0.15
C18 -0.456 2.254 3.767  -0.09
C19 0.629 2.139 2.912  -0.12
C20 0.457 1.399 1.605  -0.37
O4 1.629 0.953 1.026  -0.10
N4 -0.263 2.320 0.687  0.03
N5 -0.522 1.952 -0.533  0.02
C21 -1.235 2.701 -1.300  -0.22
C22 -1.501 2.337 -2.674  -0.63
Br1 -0.445 0.905 -3.352  0.76
C23 -2.345 2.924 -3.539  -0.15
C24 -3.336 3.976 -3.283  -0.21
C25 -3.917 4.235 -2.036  -0.04
C26 -4.863 5.237 -1.881  -0.10
C27 -5.268 6.004 -2.964  -0.12
C28 -4.723 5.743 -4.214  -0.11
C29 -3.777 4.744 -4.368  -0.06
H11 2.345 1.548 1.414  0.06
H12 2.856 3.975 4.701  0.09
H13 0.895 4.176 6.188  0.08
H14 -1.254 3.068 5.598  0.07
H15 -1.382 1.751 3.497  0.10
H16 -0.209 0.532 1.747  0.11
H17 -0.677 3.160 1.078  0.14
H18 -1.607 3.664 -0.948  0.11
H19 -2.293 2.590 -4.568  0.08
H20 -3.658 3.619 -1.188  0.10
H21 -5.295 5.412 -0.903  0.10
H22 -6.004 6.788 -2.837  0.09
H23 -5.038 6.322 -5.074  0.09
H24 -3.359 4.546 -5.348  0.11
O5 -3.264 -3.310 -1.585  0.00
C30 -2.057 -3.172 -1.776  -0.60
O6 -1.298 -2.545 -0.950  -0.29
C31 -1.454 -3.807 -3.017  -0.14
C32 -2.305 -4.694 -3.687  -0.05
C33 -1.921 -5.389 -4.816  -0.12
C34 -0.628 -5.209 -5.300  -0.12
C35 0.225 -4.335 -4.662  -0.16
C36 -0.158 -3.600 -3.523  -0.59
S1 1.076 -2.481 -2.957  0.50
H25 -3.299 -4.805 -3.278  0.10
H26 -2.611 -6.064 -5.307  0.08
H27 -0.289 -5.748 -6.178  0.09
H28 1.231 -4.186 -5.034  0.08